Density functional theory data (wB97M-V/def2-TZVPD) for a 14-piece molecular cluster, H28O14 overall at a distorted geometry.

XYZ file:
```
42
Properties=species:S:1:pos:R:3:forces:R:3:lowdin_charge:R:1
O 0.60587 -2.49223 2.25772 -1.8297 2.4787 -2.0828 -0.0510
O 2.88159 -2.29484 -0.08702 1.9514 3.2677 5.2180 -0.1184
O 4.38620 -1.08025 2.46082 3.4866 -0.8476 -3.1451 0.0029
O 1.42695 3.10278 -3.72604 -1.6902 -1.6729 0.9600 -0.0851
O -1.89752 3.70396 -3.39312 2.6700 -2.8119 -2.8625 0.0026
O -3.25173 0.41599 -1.19004 0.8621 1.7363 -0.6569 -0.0485
O 1.71411 -3.20686 -1.40319 0.0706 -4.8591 -4.2189 -0.0485
O -1.23203 -1.22616 -2.21936 -0.2921 2.6565 -0.3655 -0.0813
O 1.32032 3.51521 -1.02913 -1.8378 1.7393 3.1049 -0.0839
O -3.18560 0.10353 1.78336 -1.2452 -0.1887 -2.1379 -0.0522
O 0.21378 1.33808 4.35041 1.3965 1.7128 -1.7351 -0.0389
O -4.33553 2.20966 -0.01369 0.8896 -2.8737 2.6247 -0.0158
O -0.19057 0.16826 -0.16653 -0.4595 -1.9336 -1.3282 -0.0145
O 1.74854 -4.12751 1.88815 1.1577 -4.9824 -0.8840 -0.1081
H 1.78046 -5.13546 1.87917 0.8683 1.7760 -0.0279 0.1134
H 3.73751 -0.98519 3.06307 -3.5016 0.5355 3.2541 -0.0342
H 0.34798 -2.38070 3.12908 -0.7875 0.7729 2.7786 0.0123
H -3.47845 2.11460 0.47281 -1.2551 0.1975 -0.5835 0.0437
H -1.01433 -1.87817 -2.85411 0.3181 -1.0071 -1.2369 0.0088
H 0.44871 -0.48931 0.13895 -0.3813 0.3430 0.2050 0.0294
H 2.96198 -2.82022 0.75992 -0.1994 1.6211 -1.3928 0.0230
H -2.41175 4.23837 -2.89478 -2.3685 2.3826 2.7341 -0.0322
H 1.85395 -3.58424 -0.53874 -0.7592 0.0582 -0.3427 0.0158
H -1.44693 3.04305 -2.85409 -0.4222 0.4609 0.1409 0.0253
H -0.00685 0.96759 0.24612 0.8030 2.0081 1.4914 -0.0116
H 0.85677 3.80103 -0.13797 1.4810 -0.5996 -2.6884 0.1011
H 4.37170 -2.00693 2.18469 0.1176 0.4933 0.0137 0.0277
H -3.74099 0.33706 0.97132 0.6032 -0.9268 1.7729 0.0402
H -1.28611 -0.34550 -2.73319 0.0144 -2.2281 1.3854 0.0856
H 1.87115 2.41650 -4.23665 0.0815 0.0840 -0.1197 0.0318
H 0.04123 2.15204 3.82021 1.1213 -0.6634 0.2192 0.0547
H -4.27639 3.07132 -0.25538 -0.2736 4.2806 -1.3942 -0.0085
H 1.31871 2.57497 -0.92931 0.3120 -1.1530 -0.1319 -0.0118
H 0.70836 2.56727 -3.23693 1.7898 1.5226 -1.1739 0.0481
H -3.54744 -0.44941 -1.04128 -0.1688 -2.0759 0.2944 0.0243
H -2.76814 0.70844 -0.40414 0.2081 -0.8927 -0.7779 -0.0041
H 0.98654 -2.67896 -1.44479 -3.4104 1.9263 0.1055 -0.0354
H 2.61693 -3.74504 2.03794 0.0510 -0.7552 0.5732 0.0325
H -0.65313 1.28355 4.65164 -2.5044 -1.0631 1.5382 -0.0135
H -0.03888 -3.13778 1.92794 0.5023 0.4040 -0.0195 0.0752
H -2.97797 0.96325 2.10869 0.2988 0.8946 0.8573 0.0059
H 2.11034 -1.63909 0.07092 2.3316 -1.8173 0.0346 0.0931
```
Forces are in eV/Å.

Calculated values
largest force on an atom	6.5	eV Å⁻¹
molecular weight	252.210	g mol⁻¹
E_tot	-29112.5083	eV
LUMO energy	-0.739	eV
HOMO-LUMO gap	8.10	eV

Density functional theory data (wB97M-V/def2-TZVPD) for a 2-piece molecular cluster, C2H3BrClN overall at a distorted geometry.

XYZ file:
```
8
Properties=species:S:1:pos:R:3:forces:R:3:lowdin_charge:R:1
Br 1.16252 -0.63073 2.11919 0.0295 -0.2967 -0.0480 0.6308
Cl -1.86853 -0.76672 1.63196 0.7676 -0.2257 -0.2989 0.4830
N 0.05685 1.37837 -1.79546 1.7215 0.1425 1.0420 0.0632
C 0.51073 0.74468 -0.84908 -1.0802 -0.1503 0.0153 -0.0766
C -0.26456 -1.10317 1.02416 -1.0004 3.0288 1.2859 -1.1186
H -0.87179 1.45374 -2.15793 -0.5888 -0.5738 0.0288 0.0528
H -0.20711 -1.85594 0.34073 0.3977 -2.0272 -1.4191 -0.0520
H 1.48189 0.77976 -0.31357 -0.2467 0.1024 -0.6059 0.0174
```
Forces are in eV/Å.

Calculated values
largest force on an atom	3.4	eV Å⁻¹
molecular weight	156.410	g mol⁻¹
E_tot	-86173.3018	eV
LUMO energy (alpha / beta)	0.397 / -0.037	eV
HOMO-LUMO gap (alpha / beta)	8.56 / 7.67	eV

- Which value of molecular weight does entry 1 give?
  252.210 g mol⁻¹

- E_tot of number 1 (H28O14)?
  -29112.5083 eV

What did the second record say?
Density functional theory data (wB97M-V/def2-TZVPD) for a 2-piece molecular cluster, C2H3BrClN overall at a distorted geometry.

XYZ file:
```
8
Properties=species:S:1:pos:R:3:forces:R:3:lowdin_charge:R:1
Br 1.16252 -0.63073 2.11919 0.0295 -0.2967 -0.0480 0.6308
Cl -1.86853 -0.76672 1.63196 0.7676 -0.2257 -0.2989 0.4830
N 0.05685 1.37837 -1.79546 1.7215 0.1425 1.0420 0.0632
C 0.51073 0.74468 -0.84908 -1.0802 -0.1503 0.0153 -0.0766
C -0.26456 -1.10317 1.02416 -1.0004 3.0288 1.2859 -1.1186
H -0.87179 1.45374 -2.15793 -0.5888 -0.5738 0.0288 0.0528
H -0.20711 -1.85594 0.34073 0.3977 -2.0272 -1.4191 -0.0520
H 1.48189 0.77976 -0.31357 -0.2467 0.1024 -0.6059 0.0174
```
Forces are in eV/Å.

Calculated values
largest force on an atom	3.4	eV Å⁻¹
molecular weight	156.410	g mol⁻¹
E_tot	-86173.3018	eV
LUMO energy (alpha / beta)	0.397 / -0.037	eV
HOMO-LUMO gap (alpha / beta)	8.56 / 7.67	eV